17
Properties=species:S:1:pos:R:3 method="wB97M-V/def2-TZVPD" e_above_lowest_kcal_mol=73.6 lumo_energy_ha=-0.1382 total_charge=+1 homo_lumo_gap_ev=9.40 largest_force_ev_per_a=5.022 energy_ev=-10349.430
C 0.88 -1.25 -0.03
C -2.68 -1.07 0.13
C -1.77 -0.20 -0.34
C 1.80 0.96 0.09
C -0.49 0.09 0.22
N 1.99 -0.45 -0.09
N 0.33 1.24 -0.27
O 0.79 -2.43 -0.01
H -3.58 -1.27 -0.60
H -2.66 -1.55 1.03
H -1.88 0.23 -1.32
H 2.08 1.29 1.11
H 2.47 1.56 -0.45
H -0.35 -0.04 1.32
H 2.83 -0.80 0.29
H -0.06 2.19 0.13
H 0.30 1.50 -1.22



37
Properties=species:S:1:pos:R:3 method="wB97M-V/def2-TZVPD" e_above_lowest_kcal_mol=78.7 lumo_energy_ha="-0.1304 / -0.1304" total_charge=+1 homo_lumo_gap_ev="7.37 / 7.37" largest_force_ev_per_a=4.335 energy_ev=-25582.906
C -2.10 -1.47 0.69
C 1.33 -0.54 0.13
C 0.01 -0.39 0.04
C -2.78 -2.81 0.59
C 2.26 -2.33 1.52
C 2.24 1.42 1.45
C -2.48 1.60 -0.59
C -0.38 1.03 -2.68
C 1.93 -1.91 0.00
C 2.32 0.53 0.18
C -0.94 1.76 -0.36
N -0.97 -1.15 0.20
N -0.30 2.11 -1.62
S -0.59 3.22 0.67
H -2.79 -0.70 1.08
H -3.47 -2.89 -0.22
H -3.31 -2.95 1.47
H -2.08 -3.64 0.79
H 2.77 -3.20 1.47
H 1.38 -2.47 1.99
H 2.79 -1.62 2.03
H 2.70 0.81 2.25
H 2.75 2.36 1.24
H 1.24 1.43 1.61
H -2.75 0.84 -1.30
H -3.01 1.68 0.37
H -2.78 2.43 -1.14
H -0.51 1.30 -3.82
H 0.49 0.29 -2.60
H -1.27 0.45 -2.25
H 2.70 -1.95 -0.74
H 1.14 -2.63 -0.18
H 3.35 0.03 0.04
H 2.30 1.28 -0.70
H -0.89 2.95 -1.99
H 0.66 2.51 -1.37
H -1.00 2.64 1.74



25
Properties=species:S:1:pos:R:3 method="wB97M-V/def2-TZVPD" e_above_lowest_kcal_mol=2.4 lumo_energy_ha=0.0832 total_charge=-1 homo_lumo_gap_ev=6.32 largest_force_ev_per_a=6.078 energy_ev=-27112.279
N -0.13 0.60 -1.29
C 0.19 1.00 -2.58
O 0.28 0.26 -3.56
C 0.44 2.47 -2.41
C 0.38 2.79 -1.12
C 0.05 1.57 -0.33
O -0.10 1.47 0.90
H 0.70 3.10 -3.28
H 0.60 3.73 -0.60
C 2.61 -1.38 2.18
O 1.30 -1.50 2.79
C 0.39 -1.41 1.79
N -0.88 -1.56 2.16
C -1.77 -1.28 1.22
N -3.21 -0.99 1.53
O -3.70 -0.46 0.41
N -2.58 -0.27 -0.62
O -2.96 0.16 -1.70
C -1.40 -0.95 -0.11
C -0.01 -0.94 -0.49
N 0.87 -1.24 0.52
H 3.21 -1.67 3.05
H 2.72 -2.08 1.33
H 2.80 -0.34 1.82
H 0.21 -1.08 -1.60



9
Properties=species:S:1:pos:R:3 method="wB97M-V/def2-TZVPD" smiles=c1cn2sn2[nH]1 e_above_lowest_kcal_mol=97.5 lumo_energy_ha=0.0258 total_charge=0 homo_lumo_gap_ev=8.39 largest_force_ev_per_a=3.472 energy_ev=-17423.567
C -0.80 -0.55 0.35
C -0.47 0.67 0.83
N -0.05 -0.83 -0.76
N 0.64 1.20 -0.09
N 0.82 0.19 -1.02
S 2.31 0.62 0.02
H -1.45 -1.29 0.61
H -0.80 1.40 1.56
H -0.20 -1.41 -1.50